Record 1
{
  "formula": "C33H57IrNP2",
  "method": "wB97M-V/def2-TZVPD",
  "symbols": ["Ir", "C", "C", "C", "C", "C", "C", "H", "H", "H", "C", "H", "H", "H", "C", "H", "H", "H", "C", "H", "H", "H", "C", "H", "H", "H", "C", "C", "C", "C", "C", "C", "C", "C", "H", "H", "H", "H", "H", "H", "H", "H", "H", "H", "H", "H", "P", "C", "H", "H", "H", "C", "H", "H", "H", "C", "H", "H", "H", "P", "C", "H", "H", "H", "C", "H", "H", "H", "C", "H", "H", "H", "C", "N", "C", "C", "C", "C", "C", "C", "C", "C", "H", "H", "H", "H", "H", "H", "H", "H", "H", "H", "H", "H"],
  "xyz": [[1.844, 0.019, -0.587], [1.133, -0.308, 2.572], [2.427, 0.160, 2.250], [0.896, 1.335, 0.921], [0.190, 0.449, 1.854], [2.332, 1.197, 1.244], [0.841, -1.409, 3.524], [1.429, -2.315, 3.301], [-0.219, -1.684, 3.501], [1.082, -1.100, 4.547], [-1.228, 0.657, 2.193], [-1.659, -0.156, 2.785], [-1.795, 0.777, 1.258], [-1.389, 1.579, 2.786], [0.209, 2.601, 0.512], [0.061, 3.241, 1.397], [-0.778, 2.330, 0.096], [0.772, 3.192, -0.213], [3.332, 2.293, 1.017], [3.952, 2.504, 1.898], [2.858, 3.231, 0.697], [4.008, 1.972, 0.221], [3.670, -0.282, 2.895], [3.746, 0.089, 3.930], [4.552, 0.073, 2.347], [3.706, -1.381, 2.951], [1.080, -1.782, -1.353], [1.641, -1.961, -0.060], [2.976, -2.656, 0.175], [4.160, -1.718, -0.178], [3.792, -0.442, -0.903], [3.162, -0.450, -2.198], [2.947, -1.731, -2.984], [1.693, -2.499, -2.547], [3.013, -3.610, -0.400], [4.889, -2.309, -0.744], [3.033, -2.915, 1.253], [1.921, -3.555, -2.293], [-0.016, -1.731, -1.373], [0.912, -2.130, 0.737], [0.961, -2.550, -3.368], [2.843, -1.493, -4.049], [3.369, 0.397, -2.859], [3.802, -2.419, -2.930], [4.632, -1.418, 0.765], [4.441, 0.414, -0.719], [-1.762, -1.938, 0.074], [-3.253, -1.570, 1.013], [-3.980, -2.370, 0.853], [-3.650, -0.609, 0.668], [-3.012, -1.479, 2.077], [-2.347, -2.624, -1.514], [-2.653, -3.664, -1.352], [-1.553, -2.622, -2.276], [-3.172, -2.022, -1.913], [-1.125, -3.442, 0.910], [-0.207, -3.801, 0.420], [-1.886, -4.234, 0.853], [-0.876, -3.208, 1.957], [0.129, 1.234, -2.295], [1.714, 2.204, -2.309], [2.267, 2.085, -3.246], [2.383, 1.872, -1.464], [1.494, 3.263, -2.130], [0.083, 0.228, -3.808], [0.875, -0.520, -3.842], [0.138, 0.873, -4.690], [-0.872, -0.310, -3.836], [-0.962, 2.628, -2.780], [-0.460, 3.265, -3.523], [-1.205, 3.239, -1.902], [-1.907, 2.263, -3.196], [-3.732, 5.263, 2.020], [-3.766, 4.396, 0.862], [-3.278, 5.020, -0.347], [-3.329, 3.042, 1.127], [-3.693, 2.125, -0.010], [-5.060, 2.098, -0.394], [-5.480, 1.312, -1.472], [-4.538, 0.585, -2.200], [-3.186, 0.603, -1.790], [-2.799, 1.336, -0.698], [-2.701, 5.522, 2.333], [-4.266, 6.197, 1.798], [-4.223, 4.749, 2.855], [-2.174, 5.119, -0.368], [-3.583, 4.447, -1.229], [-3.709, 6.029, -0.407], [-2.250, 3.037, 1.369], [-3.845, 2.715, 2.052], [-5.758, 2.730, 0.166], [-6.536, 1.291, -1.744], [-4.849, 0.025, -3.082], [-2.463, 0.030, -2.368]],
  "mulliken_charge": [-0.84, 0.90, 0.50, 1.61, 0.03, -0.11, -1.85, 0.28, 0.41, 0.43, -0.34, 0.47, -0.82, 0.45, -0.55, 0.55, -0.76, 0.31, -1.46, 0.50, 0.34, 0.21, -1.92, 0.42, 0.53, 0.36, 1.00, 0.96, -1.52, -1.72, -0.15, -0.39, -1.53, -1.37, 0.41, 0.70, 0.37, 0.48, -2.27, 0.10, 0.53, 0.45, 0.67, 0.30, 0.36, 1.17, 2.10, -1.26, 0.55, 0.12, 0.33, -1.47, 0.56, 0.18, 0.35, -1.40, 0.36, 0.57, 0.28, 2.09, -1.72, 0.45, 0.48, 0.55, -0.97, 0.01, 0.55, 0.18, -1.25, 0.61, 0.08, 0.42, -0.97, 0.06, -0.85, -0.67, 0.91, -0.66, -0.87, -1.22, -0.90, 0.68, 0.30, 0.34, 0.30, 0.20, 0.27, 0.38, -0.03, 0.64, 0.46, 0.41, 0.48, 0.76],
  "de_lowest_kcal_mol": 0.0,
  "charge": 1,
  "multiplicity": 5,
  "mol_weight_g_mol": 721.991,
  "e_homo_ev": [-8.8, -10.2],
  "max_force_ev_per_a": 3.19,
  "e_tot_ev": -58039.6991,
  "orbital_gap_ev": [6.984, 5.066],
  "s_squared": 6.031
}

---

Record 2
{
  "formula": "C33H57N12O5",
  "method": "wB97M-V/def2-TZVPD",
  "symbols": ["C", "C", "C", "H", "H", "O", "C", "H", "H", "C", "H", "O", "C", "C", "O", "C", "H", "H", "C", "N", "C", "N", "C", "N", "C", "N", "N", "C", "H", "H", "C", "N", "C", "O", "C", "N", "N", "N", "C", "C", "H", "C", "C", "H", "C", "C", "H", "H", "H", "C", "H", "H", "H", "H", "H", "N", "H", "H", "H", "H", "C", "H", "H", "C", "H", "H", "C", "H", "H", "C", "H", "H", "N", "H", "H", "H", "C", "H", "C", "H", "H", "H", "H", "H", "N", "C", "H", "C", "H", "O", "C", "H", "C", "H", "H", "H", "H", "H", "H", "H", "H", "H", "H", "H", "H", "H", "H"],
  "xyz": [[4.069, -0.055, -0.022], [4.297, -0.816, -0.917], [4.556, -1.756, -1.999], [4.740, -1.200, -2.925], [5.461, -2.333, -1.752], [3.477, -2.630, -2.280], [3.250, -3.590, -1.264], [4.198, -4.074, -0.989], [2.835, -3.100, -0.375], [2.301, -4.668, -1.796], [2.619, -4.958, -2.800], [0.956, -4.253, -1.933], [0.261, -4.132, -0.695], [-1.186, -3.722, -0.960], [-1.676, -3.043, 0.173], [-2.836, -2.286, -0.125], [-3.583, -2.932, -0.609], [-2.578, -1.470, -0.814], [-3.444, -1.708, 1.155], [-2.679, -0.647, 1.749], [-2.686, 0.601, 1.270], [-1.959, 1.496, 1.947], [-1.961, 2.729, 1.451], [-2.544, 3.084, 0.298], [-3.271, 2.125, -0.272], [-3.405, 0.883, 0.176], [-3.939, 2.468, -1.417], [-3.464, 3.639, -2.113], [-3.343, 4.450, -1.398], [-4.214, 3.917, -2.855], [-2.103, 3.304, -2.786], [-2.003, 1.863, -2.917], [-1.150, 1.029, -2.303], [-1.279, -0.186, -2.378], [0.061, 1.639, -1.563], [0.534, 0.683, -0.595], [0.884, -0.554, -0.924], [1.122, -1.230, 0.138], [0.930, -0.445, 1.212], [0.567, 0.805, 0.748], [0.353, 1.715, 1.263], [1.022, -0.975, 2.607], [2.278, -1.862, 2.766], [3.000, -1.593, 1.992], [2.967, -1.742, 4.130], [4.259, -2.558, 4.118], [4.918, -2.227, 3.319], [4.785, -2.449, 5.063], [4.040, -3.613, 3.969], [2.069, -2.202, 5.276], [1.200, -1.556, 5.382], [2.618, -2.173, 6.214], [1.735, -3.225, 5.113], [3.225, -0.689, 4.294], [1.994, -2.903, 2.593], [-0.243, -1.663, 2.867], [-0.238, -2.066, 3.797], [-0.374, -2.413, 2.193], [1.075, -0.123, 3.295], [-0.287, 2.499, -0.981], [1.179, 2.109, -2.522], [0.729, 2.750, -3.281], [1.865, 2.725, -1.934], [2.006, 1.012, -3.200], [2.908, 1.490, -3.586], [2.335, 0.298, -2.446], [1.299, 0.283, -4.355], [1.663, 0.667, -5.307], [0.226, 0.475, -4.326], [1.520, -1.228, -4.320], [2.567, -1.462, -4.133], [1.229, -1.673, -5.274], [0.720, -1.823, -3.238], [0.939, -2.815, -3.018], [-0.281, -1.713, -3.423], [0.863, -1.292, -2.302], [-3.243, 1.296, -3.432], [-3.523, 1.862, -4.322], [-4.320, 1.410, -2.325], [-4.385, 0.493, -1.740], [-5.295, 1.639, -2.762], [-3.074, 0.255, -3.703], [-2.050, 3.747, -3.786], [-1.286, 3.699, -2.190], [-1.209, 3.661, 2.081], [-1.355, 5.067, 1.768], [-1.787, 5.160, 0.773], [-2.255, 5.736, 2.814], [-2.288, 6.816, 2.663], [-1.754, 5.533, 4.113], [-1.673, 4.160, 4.422], [-1.282, 4.097, 5.438], [-0.752, 3.428, 3.438], [-0.766, 2.355, 3.626], [0.265, 3.823, 3.527], [-2.673, 3.703, 4.385], [-3.272, 5.323, 2.730], [-0.362, 5.528, 1.794], [-1.905, -0.884, 2.376], [-4.431, -1.313, 0.903], [-3.545, -2.505, 1.893], [-1.815, -4.595, -1.184], [-1.214, -3.051, -1.828], [0.713, -3.346, -0.080], [0.303, -5.087, -0.157], [2.356, -5.543, -1.137], [3.901, 0.622, 0.762]],
  "mulliken_charge": [-0.24, 0.33, -1.33, 0.33, 0.48, -0.26, 0.58, 0.61, -0.50, -1.11, 0.35, -0.60, 0.69, -0.67, -0.24, 0.38, 0.52, -0.38, -1.22, 0.09, -0.02, -0.35, 0.41, -0.14, 0.03, -0.21, -0.10, -0.97, 0.43, 0.30, -0.59, 0.33, -0.69, -0.38, -0.05, 0.33, -0.02, -0.13, -0.94, -1.69, 1.35, -0.14, -0.90, 0.04, 0.95, -1.69, 0.37, 0.45, 0.38, -1.52, 0.26, 0.47, 0.35, 0.32, 0.17, -0.38, 0.27, 0.08, 0.67, 0.60, -1.44, 0.22, 0.64, 0.68, 0.59, -0.84, -0.43, 0.56, -0.01, -0.66, 0.16, 0.58, 0.78, 0.57, 0.62, -0.46, -0.66, 0.49, -0.91, 0.35, 0.42, 0.30, 0.60, 0.31, 0.22, -0.56, 0.28, -0.62, 0.41, -0.41, -0.71, 0.40, -0.36, 0.18, 0.37, 0.34, 0.32, 0.34, 0.43, 0.42, 0.45, 0.42, 0.10, -0.54, 0.49, 0.50, 0.58],
  "de_lowest_kcal_mol": 9.1,
  "charge": 1,
  "mol_weight_g_mol": 701.898,
  "e_homo_ev": -10.6,
  "max_force_ev_per_a": 0.95,
  "e_tot_ev": -63258.8939,
  "orbital_gap_ev": 9.002
}